(1)
{"formula": "C4H16O4", "method": "ωB97M-V/def2-TZVPD", "species": ["C", "C", "C", "C", "O", "H", "H", "H", "H", "H", "H", "H", "H", "H", "H", "H", "H", "O", "H", "H", "O", "H", "H", "O"], "positions_angstrom": [[1.023470, 1.958062, 0.814644], [0.041415, 0.827252, 0.617580], [0.090691, 0.240151, -0.924748], [-1.221928, -0.391169, -1.284579], [1.080061, -0.654897, -1.109968], [0.609841, 2.837483, 0.306323], [2.014553, 1.795001, 0.390284], [1.074684, 2.194421, 1.881090], [0.392424, 0.013220, 1.262395], [-0.965714, 1.166200, 0.846870], [0.286880, 1.193071, -1.477974], [-1.156906, -0.790220, -2.303473], [-1.439684, -1.244440, -0.637727], [-2.061739, 0.298004, -1.259009], [1.965980, -0.369740, -0.799363], [1.237654, -3.394437, 2.072029], [2.428814, -4.183551, 2.888075], [2.012315, -3.373531, 2.667500], [0.947222, -1.759300, -2.792281], [1.328833, -1.908867, -4.282542], [1.319120, -2.389500, -3.454296], [-4.282505, 2.178018, 2.233936], [-3.227875, 3.116160, 1.776751], [-3.497614, 2.642599, 2.568493]], "atomic_forces_ev_per_a": [[-0.81, 0.75, -0.92], [1.78, 0.72, 1.81], [-1.17, -0.76, -1.25], [-0.03, -0.21, -0.22], [0.25, 0.32, 0.92], [0.27, 0.08, 0.20], [0.12, -0.21, 0.35], [0.21, -0.14, -0.02], [-0.64, -0.43, -0.44], [-0.25, -0.42, -0.47], [0.19, 0.04, 0.50], [0.02, 0.01, 0.01], [0.05, 0.06, 0.04], [0.14, 0.17, 0.12], [-0.14, 0.13, -0.36], [0.98, -1.04, 0.72], [-0.09, -1.44, -0.23], [-0.92, 2.49, -0.53], [0.49, -0.93, -0.98], [0.02, 0.07, -0.32], [-0.48, 0.74, 1.12], [0.13, 0.06, 0.51], [0.17, 0.38, 0.09], [-0.29, -0.43, -0.65]], "homo_ev": [-14.1, -14.1], "gap_ev": [10.69, 4.36], "spin_multiplicity": 2, "relative_energy_ev": 1.258, "energy_ha": -462.56318, "max_force_ev_per_a": 2.70, "charge": 1}


(2)
{"formula": "C4H16O9Zn", "method": "ωB97M-V/def2-TZVPD", "species": ["Zn", "C", "C", "O", "O", "H", "H", "H", "C", "C", "O", "O", "H", "H", "H", "O", "H", "H", "O", "H", "H", "O", "H", "H", "O", "H", "H", "O", "H", "H"], "positions_angstrom": [[5.302796, 1.320599, 1.367906], [-0.140404, 1.127239, -0.093214], [1.256106, 1.083989, 0.357016], [1.712476, 0.760429, 1.448886], [2.104216, 1.488909, -0.410674], [-0.515984, 2.150389, -0.079414], [-0.920464, 0.776749, 0.582626], [-0.376104, 0.656549, -1.047674], [0.497106, -4.696751, 1.601606], [0.948296, -5.585021, 2.721346], [2.073906, -5.485761, 3.253706], [0.205716, -6.473701, 3.118466], [1.139386, -3.848791, 1.363826], [-0.503674, -4.286931, 1.737996], [0.544306, -5.112701, 0.595196], [-2.293954, 3.067259, 3.888466], [-2.093644, 3.044959, 2.952726], [-2.650904, 3.942959, 4.036676], [-0.204294, -1.661061, 4.443636], [0.334196, -1.139411, 3.848526], [0.114756, -2.556741, 4.333216], [-1.547474, 0.089059, -5.584934], [-2.358234, 0.509809, -5.298814], [-1.747914, -0.846911, -5.579404], [3.700236, 3.041129, -4.743334], [3.752476, 2.726169, -3.840954], [3.301256, 2.317989, -5.227194], [-3.999164, 4.504819, -2.878244], [-4.111974, 3.859759, -3.576374], [-3.523054, 5.225029, -3.291584]], "atomic_forces_ev_per_a": [[-0.29, -0.02, -0.13], [-2.45, 0.16, 0.47], [-1.84, -0.24, 0.27], [-0.03, -0.94, 2.16], [2.81, 1.13, -2.51], [0.67, 0.48, -0.71], [0.54, -0.95, 0.59], [0.56, 0.21, -0.10], [0.17, 1.04, -1.01], [0.12, 1.12, -1.60], [0.38, 0.10, 0.30], [-0.69, -1.14, 0.82], [0.41, 0.35, 0.93], [-0.06, -0.27, 0.25], [-0.32, -1.06, 0.26], [0.05, -0.17, 0.13], [0.05, -0.04, -0.22], [-0.11, 0.22, 0.09], [-0.22, 0.04, 0.08], [0.16, 0.23, -0.16], [0.09, -0.26, 0.05], [0.21, 0.12, -0.02], [-0.19, 0.13, 0.05], [-0.01, -0.26, -0.03], [0.10, 0.21, -0.09], [0.00, -0.05, 0.26], [-0.12, -0.16, -0.16], [-0.05, -0.05, 0.23], [-0.06, -0.16, -0.16], [0.12, 0.22, -0.07]], "homo_ev": -8.4, "gap_ev": 1.85, "relative_energy_ev": 12.615, "energy_ha": -2618.16674, "max_force_ev_per_a": 3.93, "charge": 0}


(3)
{"formula": "C4H17N2O3S", "method": "ωB97M-V/def2-TZVPD", "species": ["N", "C", "C", "S", "C", "N", "C", "H", "H", "H", "H", "H", "H", "H", "H", "H", "H", "H", "H", "H", "O", "H", "H", "O", "H", "H", "O"], "positions_angstrom": [[1.282430, 0.388584, -0.607669], [1.455878, -0.005126, 0.803502], [2.136763, -1.409504, 0.968420], [1.723527, -2.595408, -0.344106], [0.092574, 0.005268, 1.573365], [-0.937985, 0.914737, 0.934287], [-2.265596, 0.517985, 1.483611], [2.161734, 0.782916, -0.914146], [1.287720, -0.520955, -1.088815], [1.997694, 0.806658, 1.294139], [3.205099, -1.238109, 1.124068], [1.696752, -1.788741, 1.897598], [0.309509, 0.528971, 2.507677], [-0.378334, -0.956886, 1.762814], [-0.964770, 0.609670, -0.029813], [-2.873740, 0.032017, 0.723397], [-2.825389, 1.419532, 1.775650], [-2.185023, -0.004090, 2.436687], [-1.101182, 3.113172, 1.040929], [-1.844463, 3.399502, -0.195793], [-1.730701, 3.765658, 0.688360], [-1.993492, 0.842274, -2.617567], [-0.756430, 1.515906, -1.907048], [-1.661490, 1.646216, -2.213097], [-0.632230, -0.806456, -1.265214], [-0.237016, -1.922162, -2.214150], [-0.992324, -1.389757, -1.938108]], "atomic_forces_ev_per_a": [[0.04, -0.27, 0.07], [-1.01, -0.17, -0.02], [-0.66, 0.79, 0.44], [0.23, 0.00, -0.05], [-0.16, 1.76, -0.68], [0.03, -1.61, 0.72], [-0.18, 1.72, 0.18], [0.08, 0.31, -0.06], [0.03, -0.13, -0.15], [0.48, -0.21, -0.11], [0.09, -0.29, -0.15], [0.47, -0.12, 0.13], [-0.09, -0.59, 0.40], [0.44, -0.39, -0.14], [0.14, 0.49, -0.11], [0.01, -0.51, 0.25], [0.09, 0.03, -0.30], [0.09, -0.60, -0.32], [-0.17, -0.12, 0.09], [-0.23, 0.07, -0.17], [0.31, -0.06, -0.04], [0.48, -0.38, 0.12], [0.10, -0.46, -0.15], [-0.36, 0.83, 0.14], [0.27, -0.25, 0.09], [0.16, -0.07, 0.43], [-0.70, 0.22, -0.61]], "homo_ev": -3.3, "gap_ev": 6.86, "relative_energy_ev": 0.000, "energy_ha": -896.04989, "max_force_ev_per_a": 1.89, "charge": -1}


(4)
{"formula": "C4H17N2O4S", "method": "ωB97M-V/def2-TZVPD", "species": ["C", "N", "C", "O", "C", "C", "S", "N", "H", "H", "H", "H", "H", "H", "H", "H", "H", "H", "H", "H", "H", "O", "H", "H", "O", "H", "H", "O"], "positions_angstrom": [[1.111548, -0.862806, -1.343994], [1.346852, -2.097464, -0.484430], [1.493501, -1.837323, 0.947501], [2.476294, -0.980030, 1.402672], [0.272493, 0.333246, -0.819786], [1.020856, 1.272514, -0.047666], [0.160229, 2.010129, 1.192669], [-0.325407, 1.277733, -2.122214], [0.725630, -1.168004, -2.394842], [2.188221, -0.451516, -1.317276], [2.230423, -2.483335, -0.940154], [1.789041, -2.893857, 1.370482], [0.418056, -1.579435, 1.331486], [-0.671056, -0.007028, -0.320582], [2.231181, -0.067585, 1.451906], [2.149544, 1.388375, -0.265031], [-0.711458, 2.763652, 0.621156], [-1.176399, 1.712071, -1.901606], [0.353148, 2.035811, -2.195938], [-1.405884, -0.144366, -2.893466], [-1.844821, -1.565629, -2.713119], [-2.285622, -0.641499, -2.745173], [-0.879419, -0.823813, 2.060556], [-0.774052, 0.375739, 2.860309], [-1.101477, -0.531181, 2.899523], [-3.242512, 0.864868, -0.019904], [-3.013609, -0.280691, -0.971610], [-3.022971, -0.038914, 0.066116]], "atomic_forces_ev_per_a": [[1.51, 0.65, -0.84], [0.24, 0.59, -1.26], [-1.56, -2.37, 0.55], [1.36, -1.23, 0.32], [-1.13, 0.18, -1.10], [2.65, -0.94, 0.50], [1.26, -0.19, 2.21], [1.78, -2.55, -0.62], [0.99, 0.28, 1.65], [-1.54, -0.05, -1.26], [-1.47, 0.47, 1.41], [-0.72, 1.93, -0.49], [2.28, -0.41, -0.67], [0.72, 0.30, -0.47], [-1.01, 1.11, -0.59], [-2.02, 0.31, 0.46], [-1.38, 1.59, -1.03], [-1.47, 0.54, 0.85], [-0.02, -0.41, 0.15], [-1.37, 0.40, 0.45], [-1.56, 1.85, 0.11], [2.80, -2.08, -0.42], [0.25, -0.95, -2.58], [-0.07, 0.25, -0.02], [-0.56, 0.81, 2.79], [-0.31, 1.77, 0.37], [0.35, 0.33, 3.05], [0.00, -2.18, -3.52]], "homo_ev": -2.4, "gap_ev": 5.74, "relative_energy_ev": 3.208, "energy_ha": -971.16757, "max_force_ev_per_a": 4.14, "charge": -1}


(5)
{"formula": "C4H17NO3", "method": "ωB97M-V/def2-TZVPD", "species": ["C", "C", "C", "N", "C", "H", "H", "H", "H", "H", "H", "H", "H", "H", "H", "H", "O", "H", "H", "O", "H", "H", "O", "H", "H"], "positions_angstrom": [[-2.916473, 0.056141, 1.903583], [-1.703319, 0.814696, 2.462422], [-0.415195, -0.004073, 2.592332], [0.370124, -0.144697, 1.387764], [1.770706, -0.476741, 1.589613], [-3.128423, -0.872471, 2.414638], [-3.758395, 0.705186, 2.053908], [-2.766047, -0.189585, 0.846619], [-1.506693, 1.678013, 1.822629], [-2.125152, 1.113287, 3.444211], [0.103675, 0.486905, 3.463388], [-0.692884, -1.036454, 2.965289], [-0.120312, -0.685321, 0.653472], [2.333503, 0.438206, 1.906149], [1.899985, -1.251807, 2.343340], [2.260303, -0.888997, 0.712789], [0.804233, 2.094126, -0.472122], [0.011895, 2.616543, -0.623027], [0.654841, 1.360134, 0.146978], [2.544138, 1.556154, -4.413035], [2.292167, 2.446365, -4.660907], [2.410043, 1.430333, -3.457169], [-0.797591, -3.682663, -3.507804], [-0.120046, -4.057569, -4.079991], [-1.471530, -4.410303, -3.566925]], "atomic_forces_ev_per_a": [[0.89, 0.05, -0.79], [-0.91, -0.78, 0.02], [-0.77, -0.70, 1.82], [-0.25, 0.63, -1.14], [0.34, 0.31, 0.45], [0.15, -0.26, 0.36], [-0.67, 0.16, -0.39], [-0.35, 0.11, 0.02], [-0.04, 0.18, 0.31], [1.10, 0.28, -0.23], [0.39, -0.55, -1.26], [0.18, 0.83, -0.02], [0.64, 0.23, 0.96], [-0.42, -0.76, -0.20], [0.03, -0.07, 0.40], [-0.24, 0.26, -0.41], [0.68, 0.30, -0.54], [-0.09, -0.40, 0.34], [-0.64, 0.14, 0.24], [0.17, -0.59, 0.27], [-0.11, 0.13, 0.37], [-0.08, 0.47, -0.59], [-0.99, -1.49, -0.30], [0.33, 0.31, -0.01], [0.66, 1.19, 0.32]], "homo_ev": -9.0, "gap_ev": 9.79, "relative_energy_ev": 1.060, "smiles": "CCCNC.O.O.O", "energy_ha": -443.03832, "max_force_ev_per_a": 2.10, "charge": 0}


(6)
{"formula": "C4H17NO3", "method": "ωB97M-V/def2-TZVPD", "species": ["C", "N", "C", "C", "C", "H", "H", "H", "H", "H", "H", "H", "H", "H", "H", "H", "O", "H", "H", "O", "H", "H", "O", "H", "H"], "positions_angstrom": [[2.186075, -0.262933, -0.496418], [0.802863, -0.544564, -0.819834], [0.007072, 0.432726, -1.534449], [0.626320, 0.671682, -2.959767], [-0.259364, 1.758879, -0.821385], [2.791090, -1.186805, -0.593846], [2.250808, 0.071611, 0.525142], [2.621112, 0.606775, -1.022816], [0.610892, -1.499532, -1.043562], [-0.983733, -0.076048, -1.690547], [0.010983, 0.285249, -3.849518], [1.595542, 0.250045, -3.192661], [0.605960, 1.750966, -3.209888], [-0.733972, 2.389408, -1.577065], [0.697281, 2.148030, -0.449076], [-0.950234, 1.543501, -0.002885], [-1.507717, 2.132972, 2.513455], [-1.030733, 1.549216, 3.100067], [-2.462907, 2.152100, 2.602233], [-0.928393, -0.630540, 2.179710], [-0.529167, -1.513203, 2.216248], [-0.399430, -0.306597, 1.423862], [-1.446286, -3.754939, 3.224593], [-2.044495, -3.315924, 2.603312], [-1.529560, -4.652076, 2.875094]], "atomic_forces_ev_per_a": [[0.16, 0.03, 0.11], [-0.34, 0.40, 1.16], [-0.26, -1.19, -1.93], [-1.77, 0.74, -1.90], [0.23, -1.26, -0.09], [-0.12, 0.74, -0.13], [0.19, -0.10, 0.77], [-0.14, -0.69, -0.52], [0.01, -0.09, -0.36], [0.78, 0.52, 0.14], [0.34, 0.08, 1.52], [0.41, 0.06, 0.63], [0.53, -0.37, 0.27], [0.15, 0.33, 0.45], [-0.42, 0.35, -0.08], [0.18, 0.49, 0.12], [0.41, 1.19, -0.95], [-0.73, -0.51, 0.31], [0.27, -0.60, 0.59], [0.93, -0.51, -0.72], [-0.33, -0.09, 0.58], [-0.49, 0.39, 0.09], [-0.43, -0.25, -0.80], [0.05, 0.49, 0.34], [0.37, -0.16, 0.41]], "homo_ev": -8.5, "gap_ev": 9.10, "relative_energy_ev": 1.286, "smiles": "CNC(C)C.O.O.O", "energy_ha": -443.03000, "max_force_ev_per_a": 2.70, "charge": 0}